1.
Molecular formula: C2H2ClINO2
Method: DFT, wB97M-V/def2-TZVPD

Geometry as XYZ:
```
9
Properties=species:S:1:pos:R:3:lowdin_charge:R:1
I 2.312 2.314 -3.859 -0.799
Cl 1.506 -0.449 1.943 0.467
O -0.842 0.197 -2.325 0.178
O 1.114 -0.961 -2.279 0.152
N -0.062 -0.886 1.452 -0.499
C 0.166 -0.320 -2.332 -0.550
C -1.164 -0.064 2.279 -0.006
H -2.187 -0.276 1.924 0.034
H -0.843 0.446 3.196 0.025
```

Properties
E: -1040.52118 Eh
HOMO energy (alpha / beta): -0.1210 / -0.1210 Ha
Energy relative to the best compared isomer or geometry (same formula, charge and spin): 161.70 kJ/mol
Charge: -1
LUMO level (alpha / beta): 1.256 / 1.255 eV
HOMO-LUMO gap (alpha / beta): 0.167 / 0.167 hartree



2.
Molecular formula: C2H2ClIO2P
Method: DFT, wB97M-V/def2-TZVPD

Geometry as XYZ:
```
9
Properties=species:S:1:pos:R:3:lowdin_charge:R:1
I -1.819 -1.395 -1.523 0.991
Cl 1.340 -0.170 -2.966 0.307
P 2.077 0.663 -1.315 0.807
O -1.650 -0.898 0.488 -0.550
O 0.804 0.500 -0.418 -0.468
C -0.754 -0.158 1.138 -0.198
C 0.364 0.507 0.862 -0.151
H 0.762 1.130 1.634 0.132
H -1.124 -0.179 2.101 0.129
```

Properties
E: -1326.77081 Eh
HOMO energy (alpha / beta): -0.4919 / -0.4918 Ha
Energy relative to the best compared isomer or geometry (same formula, charge and spin): 277.80 kJ/mol
Charge: +1
LUMO level (alpha / beta): -7.019 / -7.020 eV
HOMO-LUMO gap (alpha / beta): 0.234 / 0.234 hartree